Entry 1:
Density functional theory data (ωB97M-V/def2-TZVPD) for an isolated molecule of C3H5BrS at a distorted geometry.

Calculated values
- E: -3089.41808 Ha
- Strongest force on any atom: 5.5 eV Å⁻¹
- SMILES: C/C(S)=C/Br
- E_HOMO: -0.3437 Eh
- Energy above the lowest of the compared OMol25 structures with the same formula, charge and spin: 186.2 kJ/mol

Geometry as ORCA input:
```
! wB97M-V def2-TZVPD RIJCOSX def2/J DEFGRID3
* xyz 0 1
C 1.03 0.48 -0.39
C -0.20 -0.33 0.12
S 0.39 -1.73 1.39
C -1.32 -0.06 -0.44
Br -3.12 -0.65 0.26
H 1.86 0.11 0.09
H 0.97 1.55 -0.47
H 1.19 0.19 -1.37
H 0.75 -0.43 1.84
H -1.56 0.87 -1.01
*
```


Entry 2:
Density functional theory data (ωB97M-V/def2-TZVPD) for a cluster of 2 separate species, CHF2P in total at a distorted geometry.

Calculated values
- E: -579.70060 Ha
- Strongest force on any atom: 2.6 eV Å⁻¹
- SMILES: FC#P.F
- E_HOMO: -0.3636 Eh
- Energy above the lowest of the compared OMol25 structures with the same formula, charge and spin: 68.0 kJ/mol

Geometry as ORCA input:
```
! wB97M-V def2-TZVPD RIJCOSX def2/J DEFGRID3
* xyz 0 1
F -3.31 1.19 0.66
C -3.06 0.03 0.26
P -2.67 -1.29 -0.47
F 0.56 -0.62 -0.08
H 0.46 -1.44 0.25
*
```


Entry 3:
Density functional theory data (ωB97M-V/def2-TZVPD) for a structure of composition C4H8N3 at a distorted geometry.

Calculated values
- E: -321.01755 Ha
- Strongest force on any atom: 4.2 eV Å⁻¹
- E_HOMO: -0.5269 Eh
- Energy above the lowest of the compared OMol25 structures with the same formula, charge and spin: 718.8 kJ/mol

Geometry as ORCA input:
```
! wB97M-V def2-TZVPD RIJCOSX def2/J DEFGRID3
* xyz 1 1
C -0.20 1.50 -0.53
C 1.04 1.57 0.26
C -0.87 -0.51 -1.27
C 0.15 -0.86 -0.13
N -0.33 0.80 -1.55
N -0.92 1.14 0.69
N 0.18 0.32 0.93
H 2.10 1.38 -0.11
H 1.06 2.51 0.97
H -0.85 -1.18 -2.07
H -1.98 -0.49 -0.92
H -0.05 -1.87 0.33
H 1.14 -0.99 -0.69
H -1.90 0.82 0.66
H 0.34 -0.14 1.85
*
```


Entry 4:
Density functional theory data (ωB97M-V/def2-TZVPD) for the ion C4H9N2O with charge +1 at a distorted geometry.

Calculated values
- E: -342.10451 Ha
- Strongest force on any atom: 3.9 eV Å⁻¹
- E_HOMO: -0.5331 Eh
- Energy above the lowest of the compared OMol25 structures with the same formula, charge and spin: 663.6 kJ/mol

Geometry as ORCA input:
```
! wB97M-V def2-TZVPD RIJCOSX def2/J DEFGRID3
* xyz 1 1
C 0.63 -1.01 1.45
C 1.92 -1.07 1.29
C -1.47 -0.29 -0.26
C 0.57 1.11 -1.10
N -1.50 -1.44 0.70
N -0.33 0.59 -0.03
O -0.49 -1.44 1.76
H 2.36 -2.00 1.59
H 2.58 -0.39 0.91
H -1.55 -0.73 -1.36
H -2.33 0.21 0.00
H 0.81 2.20 -0.82
H 1.58 0.50 -1.09
H 0.18 1.03 -2.19
H -2.33 -1.52 1.23
H -0.48 1.12 0.76
*
```


Entry 5:
Density functional theory data (ωB97M-V/def2-TZVPD) for a structure of composition C32H34ClFN5O6P2Pd.

Calculated values
- E: -3335.79809 Ha
- Strongest force on any atom: 0.6 eV Å⁻¹
- E_HOMO: -0.1076 Eh
- Energy above the lowest of the compared OMol25 structures with the same formula, charge and spin: 113.6 kJ/mol

Geometry as ORCA input:
```
! wB97M-V def2-TZVPD RIJCOSX def2/J DEFGRID3
* xyz -1 1
Pd 1.48 -0.23 -0.30
Cl 3.25 -1.91 1.18
C 3.25 -0.94 2.63
C 4.37 -1.00 3.44
C 4.41 -0.25 4.61
C 3.32 0.52 4.97
C 2.20 0.56 4.15
C 2.14 -0.16 2.96
P 0.73 -0.07 1.77
C -0.27 1.26 2.56
C -1.48 1.08 3.22
C -2.21 2.17 3.68
C -1.73 3.46 3.49
C -0.52 3.66 2.84
C 0.20 2.57 2.37
C -0.20 -1.58 2.24
C 0.15 -2.43 3.28
C -0.54 -3.62 3.49
C -1.60 -3.98 2.67
C -1.96 -3.13 1.63
C -1.26 -1.96 1.41
H 5.20 -1.62 3.14
H 5.29 -0.29 5.24
H 3.34 1.10 5.88
H 1.35 1.16 4.45
H -1.85 0.08 3.38
H -3.15 2.01 4.19
H -2.30 4.31 3.85
H -0.13 4.66 2.69
H 1.12 2.73 1.82
H 0.98 -2.17 3.93
H -0.23 -4.28 4.30
H -2.12 -4.91 2.82
H -2.77 -3.41 0.96
H -1.50 -1.35 0.54
C 4.41 3.13 -1.77
C 3.29 2.38 -1.04
O 2.31 3.09 -0.68
O 3.44 1.15 -0.89
H 4.73 3.98 -1.18
H 4.01 3.52 -2.71
H 5.25 2.48 -1.98
F -1.95 -6.24 -0.17
C -2.07 -5.24 -1.06
C -1.03 -4.81 -1.79
N -1.13 -3.81 -2.72
C 0.10 -3.26 -3.29
C 0.90 -2.53 -2.19
O 1.51 -1.51 -2.54
O 0.81 -3.01 -1.05
C -2.29 -3.10 -2.86
O -2.42 -2.13 -3.60
N -3.35 -3.56 -2.11
C -3.37 -4.60 -1.18
O -4.38 -4.89 -0.57
H -0.05 -5.24 -1.66
H -0.19 -2.57 -4.09
H 0.69 -4.07 -3.71
H -4.21 -3.05 -2.21
C -2.29 3.17 -2.25
N -0.93 3.27 -1.61
C 0.12 3.47 -2.71
N 0.04 2.43 -3.67
C -1.30 2.36 -4.23
N -2.34 2.13 -3.22
C -2.18 0.80 -2.60
P -0.54 0.48 -1.72
C -0.59 2.06 -0.77
C 0.49 1.13 -3.12
H -2.48 4.14 -2.71
H -3.01 2.99 -1.45
H -0.89 4.09 -0.99
H 1.09 3.50 -2.19
H -0.13 4.43 -3.17
H -1.34 1.54 -4.95
H -1.51 3.30 -4.75
H -2.30 0.04 -3.38
H -2.99 0.66 -1.88
H 0.41 2.25 -0.36
H -1.32 2.02 0.04
H 0.50 0.39 -3.92
H 1.53 1.23 -2.78
*
```


Entry 6:
Density functional theory data (ωB97M-V/def2-TZVPD) for an isolated molecule of C3H5F2N at a distorted geometry.

Calculated values
- E: -371.66041 Ha
- Strongest force on any atom: 4.2 eV Å⁻¹
- E_HOMO (spin up / spin down): -0.2955 / -0.2736 Eh
- Energy above the lowest of the compared OMol25 structures with the same formula, charge and spin: 283.5 kJ/mol

Geometry as ORCA input:
```
! wB97M-V def2-TZVPD RIJCOSX def2/J DEFGRID3
* xyz 0 1
C 0.44 1.40 0.14
C -1.35 -0.03 -0.32
C 0.83 -1.00 -0.04
N 0.00 0.17 0.10
F -2.27 0.90 0.02
F -1.87 -1.17 0.14
H 1.45 1.59 -0.27
H -0.19 2.17 0.36
H 1.23 -1.32 -1.09
H 1.58 -0.77 0.73
H 0.15 -1.94 0.23
*
```


Entry 7:
Density functional theory data (ωB97M-V/def2-TZVPD) for a structure of composition C29H37N4O at a distorted geometry.

Calculated values
- E: -1421.25989 Ha
- Strongest force on any atom: 3.0 eV Å⁻¹
- E_HOMO: -0.4038 Eh
- Energy above the lowest of the compared OMol25 structures with the same formula, charge and spin: 196.7 kJ/mol

Geometry as ORCA input:
```
! wB97M-V def2-TZVPD RIJCOSX def2/J DEFGRID3
* xyz 1 1
C 0.67 -4.42 -1.97
C -0.63 -3.72 -1.97
N -1.08 -2.46 -1.99
C -2.46 -2.51 -1.96
C -2.85 -3.81 -1.93
C -4.12 -4.55 -1.94
N -1.69 -4.54 -1.92
H 1.55 -3.77 -1.97
H 0.70 -5.07 -1.09
H 0.71 -5.08 -2.85
H -3.08 -1.62 -1.96
H -4.97 -3.86 -1.96
H -4.15 -5.21 -2.82
H -4.18 -5.22 -1.07
H -1.62 -5.55 -1.89
C 2.02 3.01 3.27
N 1.91 1.80 2.48
C 2.42 0.63 3.00
O 3.10 0.54 4.02
C 1.96 -0.51 2.13
C 0.96 -1.42 2.84
C -0.17 -0.63 3.46
C 0.02 -0.04 4.71
C -0.97 0.75 5.29
C -2.18 0.96 4.61
C -2.40 0.32 3.38
C -1.41 -0.50 2.83
N 1.35 0.18 0.99
C 0.61 -0.57 0.15
C -0.34 -0.04 -0.73
C -0.52 -0.63 -1.99
C -1.25 0.11 -3.01
C -1.09 -0.25 -4.38
C -1.40 0.68 -5.38
C -1.97 1.92 -5.04
C -2.22 2.25 -3.70
C -1.94 1.32 -2.70
C 1.42 1.68 1.12
C 2.31 2.49 0.08
C 3.77 2.03 0.18
C 2.24 3.99 0.39
C 1.78 2.27 -1.32
H 1.82 2.78 4.33
H 3.04 3.43 3.20
H 1.28 3.73 2.91
H 2.84 -1.05 1.76
H 0.57 -2.17 2.14
H 1.53 -1.93 3.62
H 0.98 -0.18 5.23
H -0.79 1.21 6.27
H -2.94 1.60 5.05
H -3.34 0.46 2.86
H -1.59 -1.02 1.89
H 0.84 -1.65 0.19
H -0.98 0.79 -0.41
H 0.24 -1.36 -2.35
H -0.60 -1.20 -4.61
H -1.17 0.44 -6.43
H -2.26 2.62 -5.83
H -2.62 3.23 -3.43
H -2.12 1.59 -1.65
H 0.39 2.11 1.07
H 3.88 0.98 -0.09
H 4.37 2.63 -0.53
H 4.19 2.20 1.18
H 1.20 4.32 0.54
H 2.84 4.28 1.26
H 2.64 4.56 -0.47
H 0.72 2.55 -1.40
H 2.35 2.89 -2.02
H 1.89 1.22 -1.63
*
```


Entry 8:
Density functional theory data (ωB97M-V/def2-TZVPD) for a structure of composition HNO3S3 at a distorted geometry.

Calculated values
- E: -1475.57889 Ha
- Strongest force on any atom: 2.1 eV Å⁻¹
- E_HOMO: -0.3554 Eh
- Energy above the lowest of the compared OMol25 structures with the same formula, charge and spin: 0.0 kJ/mol

Geometry as ORCA input:
```
! wB97M-V def2-TZVPD RIJCOSX def2/J DEFGRID3
* xyz 0 1
N 0.37 0.40 -0.36
O 1.01 -0.59 1.97
O 0.40 1.80 1.81
O 2.48 1.07 0.84
S 0.01 1.98 -0.82
S -0.82 2.51 0.90
S 1.20 0.56 1.17
H -0.29 -0.36 -0.31
*
```


Entry 9:
Density functional theory data (ωB97M-V/def2-TZVPD) for a structure of composition C32H24BiN2O9PS2.

Calculated values
- E: -3373.02500 Ha
- Strongest force on any atom: 0.5 eV Å⁻¹
- E_HOMO: -0.0963 Eh

Geometry as ORCA input:
```
! wB97M-V def2-TZVPD RIJCOSX def2/J DEFGRID3
* xyz -2 1
Bi -0.45 0.10 0.69
O 1.03 1.76 0.06
C 0.70 3.02 0.15
C 1.66 3.95 0.61
C 1.35 5.29 0.73
C 0.09 5.78 0.36
C -0.84 4.89 -0.13
C -0.56 3.52 -0.25
C -1.54 2.68 -0.90
N -1.49 1.40 -0.94
N -2.35 0.78 -1.83
C -2.06 -0.49 -1.92
O -1.14 -1.12 -1.28
C -2.86 -1.27 -2.92
C -4.13 -0.86 -3.31
C -4.85 -1.60 -4.24
C -4.29 -2.74 -4.80
C -3.02 -3.15 -4.41
C -2.31 -2.42 -3.47
H 2.63 3.57 0.90
H 2.10 5.98 1.11
H -0.15 6.83 0.46
H -1.82 5.23 -0.44
H -2.33 3.16 -1.47
H -4.54 0.04 -2.86
H -5.84 -1.28 -4.53
H -4.85 -3.32 -5.53
H -2.59 -4.05 -4.84
H -1.33 -2.73 -3.14
O 0.95 -2.69 1.36
S 1.49 -2.31 2.66
O 1.20 -3.24 3.74
O 1.24 -0.91 2.98
C 3.28 -2.43 2.43
C 4.00 -3.26 3.27
C 5.37 -3.43 3.07
C 6.00 -2.78 2.02
C 5.26 -1.94 1.19
C 3.90 -1.75 1.39
P 2.89 -0.64 0.31
C 3.11 -1.56 -1.28
C 4.27 -1.61 -2.04
C 4.33 -2.37 -3.20
C 3.22 -3.10 -3.61
C 2.06 -3.07 -2.85
C 2.00 -2.30 -1.70
C 4.06 0.77 0.10
C 4.08 1.51 -1.08
C 4.85 2.66 -1.18
C 5.60 3.10 -0.09
C 5.56 2.38 1.10
C 4.79 1.23 1.19
H 3.47 -3.77 4.07
H 5.94 -4.08 3.73
H 7.06 -2.92 1.84
H 5.77 -1.43 0.38
H 5.14 -1.03 -1.75
H 5.25 -2.40 -3.78
H 3.27 -3.70 -4.52
H 1.19 -3.63 -3.17
H 1.09 -2.29 -1.11
H 3.47 1.20 -1.91
H 4.85 3.24 -2.10
H 6.21 3.99 -0.17
H 6.12 2.72 1.96
H 4.74 0.70 2.14
O -3.52 2.24 1.35
S -2.74 1.26 2.07
O -3.18 1.01 3.43
O -1.25 1.67 2.05
O -2.65 -0.05 1.28
*
```


Entry 10:
Density functional theory data (ωB97M-V/def2-TZVPD) for a cluster of 2 separate species, C25H53BF3N in total at a distorted geometry.

Calculated values
- E: -1363.32492 Ha
- Strongest force on any atom: 2.7 eV Å⁻¹
- E_HOMO: -0.2317 Eh

Geometry as ORCA input:
```
! wB97M-V def2-TZVPD RIJCOSX def2/J DEFGRID3
* xyz 0 1
C -6.07 6.57 -10.89
C -5.00 6.86 -9.72
C -5.69 7.05 -8.29
C -5.19 6.00 -7.19
C -6.30 5.98 -6.03
C -5.67 5.59 -4.62
C -6.19 4.16 -4.07
C -5.40 3.75 -2.75
C -5.19 2.15 -2.60
C -5.22 1.86 -1.02
C -4.69 0.41 -0.63
C -3.21 0.45 0.00
C -2.64 -1.04 0.09
C -2.45 -1.59 1.57
B -1.10 -0.99 2.33
C 0.27 -1.81 1.84
C 1.36 -1.88 3.03
C 2.84 -1.87 2.41
F 2.90 -2.68 1.27
F 3.26 -0.60 2.01
F 3.70 -2.36 3.44
H -5.48 6.13 -11.77
H -6.51 7.54 -11.29
H -6.86 5.83 -10.60
H -4.54 7.87 -9.99
H -4.16 6.11 -9.72
H -5.44 8.10 -7.92
H -6.81 6.91 -8.42
H -4.19 6.30 -6.76
H -5.12 4.99 -7.70
H -7.16 5.33 -6.36
H -6.70 7.05 -5.98
H -6.06 6.35 -3.87
H -4.55 5.64 -4.57
H -6.20 3.38 -4.88
H -7.29 4.35 -3.79
H -4.38 4.22 -2.64
H -6.03 4.08 -1.86
H -6.02 1.63 -3.15
H -4.18 1.85 -3.04
H -4.59 2.69 -0.56
H -6.31 1.94 -0.69
H -4.64 -0.32 -1.49
H -5.38 -0.01 0.18
H -3.17 1.03 0.97
H -2.58 0.99 -0.80
H -3.38 -1.71 -0.45
H -1.66 -1.11 -0.46
H -3.38 -1.46 2.23
H -2.28 -2.72 1.51
H -0.97 0.19 2.13
H -1.25 -1.21 3.51
H 0.74 -1.30 0.95
H -0.01 -2.87 1.52
H 1.29 -2.83 3.64
H 1.29 -0.93 3.65
C 5.68 -2.60 6.28
C 5.26 -4.03 5.99
C 6.34 -5.10 6.17
N 7.47 -5.08 5.13
C 7.07 -4.43 3.83
C 8.73 -4.39 5.68
C 9.58 -5.50 6.26
C 9.34 -6.69 5.36
C 7.92 -6.53 4.83
H 6.61 -2.31 5.79
H 4.90 -1.91 5.95
H 5.82 -2.45 7.36
H 4.82 -4.10 4.99
H 4.44 -4.28 6.67
H 5.84 -6.06 6.08
H 6.79 -5.05 7.16
H 6.80 -3.39 4.00
H 6.23 -4.99 3.41
H 7.92 -4.46 3.15
H 9.24 -3.91 4.85
H 8.44 -3.64 6.42
H 9.29 -5.72 7.29
H 10.64 -5.23 6.27
H 9.45 -7.63 5.90
H 10.04 -6.71 4.53
H 7.23 -7.23 5.31
H 7.88 -6.69 3.75
*
```


Entry 11:
Density functional theory data (ωB97M-V/def2-TZVPD) for an isolated molecule of C20H22ClNO6S2.

Calculated values
- E: -2538.08880 Ha
- Strongest force on any atom: 0.9 eV Å⁻¹
- SMILES: COc1ccc(C(=O)COC(=O)[C@H](CCSC)NS(=O)(=O)c2ccc(Cl)cc2)cc1
- E_HOMO: -0.3079 Eh

Geometry as ORCA input:
```
! wB97M-V def2-TZVPD RIJCOSX def2/J DEFGRID3
* xyz 0 1
C 1.75 3.57 -6.57
O 1.26 4.15 -5.39
C 0.88 3.35 -4.37
C 0.91 1.95 -4.40
C 0.50 1.24 -3.30
C 0.05 1.88 -2.14
C -0.33 1.04 -1.00
O -0.26 -0.17 -1.01
C -0.82 1.74 0.27
O -0.86 0.77 1.31
C -1.78 -0.20 1.16
O -2.74 -0.10 0.45
C -1.48 -1.39 2.05
C -2.74 -1.84 2.81
C -2.49 -3.18 3.48
S -3.91 -3.63 4.54
C -3.22 -5.16 5.24
N -0.39 -1.16 2.96
S 1.10 -1.81 2.63
O 0.89 -3.15 2.20
O 1.90 -1.55 3.79
C 1.80 -0.87 1.26
C 2.14 0.45 1.46
C 2.69 1.18 0.42
C 2.90 0.55 -0.80
Cl 3.58 1.47 -2.10
C 2.58 -0.78 -1.00
C 2.01 -1.49 0.05
C 0.01 3.28 -2.12
C 0.42 4.00 -3.22
H 2.01 4.41 -7.22
H 1.00 2.95 -7.06
H 2.65 2.98 -6.39
H 1.25 1.42 -5.28
H 0.52 0.16 -3.31
H -0.14 2.52 0.61
H -1.82 2.14 0.09
H -1.16 -2.21 1.39
H -2.99 -1.09 3.56
H -3.57 -1.91 2.10
H -1.60 -3.13 4.11
H -2.36 -3.97 2.73
H -3.96 -5.56 5.92
H -3.02 -5.87 4.44
H -2.30 -4.93 5.78
H -0.36 -0.26 3.41
H 1.98 0.89 2.43
H 2.96 2.21 0.55
H 2.76 -1.25 -1.95
H 1.74 -2.53 -0.07
H -0.34 3.81 -1.25
H 0.40 5.08 -3.22
*
```


Entry 12:
Density functional theory data (ωB97M-V/def2-TZVPD) for an isolated molecule of C11H10O2 at a distorted geometry.

Calculated values
- E: -575.42281 Ha
- Strongest force on any atom: 6.1 eV Å⁻¹
- E_HOMO (spin up / spin down): -0.1851 / -0.3185 Eh
- Energy above the lowest of the compared OMol25 structures with the same formula, charge and spin: 0.0 kJ/mol

Geometry as ORCA input:
```
! wB97M-V def2-TZVPD RIJCOSX def2/J DEFGRID3
* xyz 0 3
C -3.35 -0.34 -0.03
C -3.02 1.04 -0.38
C -2.33 -1.19 0.41
C -1.76 1.39 -0.16
C -0.98 -0.80 0.43
C -0.70 0.52 0.17
C 0.04 -1.74 0.39
C 1.33 -1.53 -0.01
C 0.70 1.02 0.23
C 1.86 -0.23 0.18
C 3.32 0.11 -0.27
O 1.56 0.57 1.30
O 1.14 2.08 -0.44
H -4.50 -0.59 -0.19
H -3.84 1.73 -0.62
H -2.68 -2.23 0.59
H -1.43 2.45 -0.51
H -0.23 -2.84 0.39
H 1.95 -2.40 -0.24
H 3.35 1.18 -0.74
H 3.61 -0.67 -1.04
H 3.97 0.05 0.67
H 1.99 2.42 -0.13
*
```